Entry 1:
The molecule C3H7NO, computed with the ωB97M-V functional and the def2-TZVPD basis.

XYZ file:
```
12
Properties=species:S:1:pos:R:3:nbo_charge:R:1
C -1.694 0.506 0.696 -0.42
N -0.975 -0.239 -0.379 -0.61
C -0.038 0.599 -0.557 0.48
O 1.254 0.377 -0.378 -0.48
C 1.677 -0.981 -0.386 -0.27
H -1.040 1.279 1.129 0.17
H -2.663 0.957 0.461 0.19
H -1.736 -0.253 1.474 0.22
H -0.190 1.660 -0.800 0.13
H 1.077 -1.677 0.213 0.21
H 1.620 -1.266 -1.434 0.19
H 2.709 -0.962 -0.040 0.19
```

Calculated values
Gap between HOMO and LUMO (eV): 9.71
Highest occupied orbital energy (hartree): -0.318
SMILES: C/N=C/OC

***

Entry 2:
C34H35BrCdN10O7 as an isolated structure in a non-equilibrium geometry, computed with the ωB97M-V functional and the def2-TZVPD basis.

XYZ file:
```
88
Properties=species:S:1:pos:R:3:mulliken_charge:R:1
Cd 0.277 0.362 0.329 6.43
O 3.092 -1.909 2.997 -0.82
C 2.215 -1.062 2.715 -0.43
N 2.007 -0.523 1.531 -0.89
C 3.059 -0.815 0.583 -1.01
C 3.423 0.375 -0.255 0.52
C 4.472 0.284 -1.175 -0.64
C 4.755 1.365 -1.986 -0.57
C 4.002 2.521 -1.838 -0.80
C 3.001 2.525 -0.881 -0.06
N 2.724 1.491 -0.105 -0.10
C 1.433 -0.546 3.894 0.89
C 1.145 -1.411 4.957 -0.71
C 0.693 -0.893 6.154 -0.36
C 0.521 0.482 6.255 -0.59
C 0.794 1.253 5.136 -0.24
N 1.250 0.763 3.997 -0.14
H 2.773 -1.625 -0.102 -0.12
H 3.950 -1.165 1.134 0.72
H 5.047 -0.631 -1.249 0.50
H 5.543 1.308 -2.728 0.38
H 4.171 3.382 -2.466 0.39
H 2.380 3.402 -0.745 0.31
H 1.320 -2.467 4.829 0.43
H 0.485 -1.540 7.001 0.38
H 0.196 0.944 7.178 0.39
H 0.638 2.328 5.156 0.38
O -4.082 5.957 -1.092 -0.72
C -3.895 5.185 -2.046 -0.02
O -4.223 5.297 -3.229 -0.72
C -3.129 3.882 -1.641 0.43
C -3.616 3.079 -0.611 -1.36
C -2.855 2.021 -0.148 -0.53
N -1.655 1.723 -0.629 0.82
C -1.204 2.440 -1.659 0.33
C -1.914 3.504 -2.201 -0.74
C 0.139 2.000 -2.244 -0.45
O 0.616 2.636 -3.186 -0.82
O 0.670 0.977 -1.722 -0.88
H -4.576 3.306 -0.170 0.47
H -3.219 1.377 0.648 0.44
H -1.491 4.023 -3.048 0.59
C -2.029 0.730 3.207 -0.83
C -1.336 1.935 2.692 -0.01
N -0.296 1.969 1.897 0.49
C 0.038 3.279 1.734 -0.24
C -0.819 4.062 2.443 -1.30
N -1.689 3.196 3.053 0.15
H -1.867 -0.094 2.513 -0.33
H -3.097 0.907 3.320 0.55
H -1.623 0.441 4.176 0.10
H 0.880 3.566 1.136 0.24
H -0.900 5.125 2.557 0.47
H -2.489 3.459 3.605 0.20
C 1.685 -1.332 -3.321 -0.45
N 1.875 -2.622 -2.687 0.14
C 3.215 -3.142 -2.827 -1.12
C 1.176 -2.866 -1.525 -0.18
N 0.463 -1.968 -0.989 -0.07
N 1.322 -4.189 -1.041 0.15
C 0.832 -4.419 0.302 -1.08
C 0.964 -5.244 -1.964 -1.23
H 2.067 -1.392 -4.340 0.32
H 2.184 -0.519 -2.787 0.05
H 0.628 -1.088 -3.345 0.03
H 3.961 -2.372 -2.597 0.22
H 3.380 -3.474 -3.857 0.33
H 3.359 -3.981 -2.150 0.42
H -0.145 -2.288 -0.240 -0.32
H -0.265 -4.465 0.363 0.35
H 1.188 -3.626 0.958 0.22
H 1.235 -5.371 0.655 0.31
H 1.226 -4.945 -2.977 0.40
H -0.116 -5.459 -1.936 0.35
H 1.508 -6.159 -1.704 0.32
Br -6.830 -0.934 -3.028 -0.26
C -4.979 -0.848 -2.575 0.12
C -4.049 -0.614 -3.571 -0.56
N -2.753 -0.604 -3.320 -0.60
C -2.334 -0.811 -2.080 0.55
C -3.200 -1.068 -1.019 0.77
C -4.565 -1.084 -1.281 -0.91
C -2.738 -1.468 0.394 -0.19
O -3.544 -2.137 1.049 -0.84
O -1.591 -1.130 0.772 -1.06
H -4.352 -0.453 -4.598 0.40
H -1.263 -0.790 -1.928 0.30
H -5.253 -1.316 -0.479 0.56
```

Calculated values
Gap between HOMO and LUMO (eV): 7.04
Highest occupied orbital energy (hartree): -0.109
Net charge: -2

***

Entry 3:
A 2-piece molecular cluster, C16H21N5O4S2 overall in a non-equilibrium geometry, computed with the ωB97M-V functional and the def2-TZVPD basis.

XYZ file:
```
48
Properties=species:S:1:pos:R:3:nbo_charge:R:1
S -5.038 0.259 -1.644 0.11
C -3.594 1.036 -1.979 -0.12
S -3.321 2.703 -1.240 0.35
C -1.865 2.672 -0.099 -0.54
C -1.800 1.322 0.815 -0.43
C -0.395 1.380 1.586 -0.42
C 0.584 0.127 1.230 0.07
C 1.967 0.418 1.991 -0.29
N 2.079 -0.196 3.356 -0.52
C 1.560 -1.608 3.460 -0.28
C 0.749 -2.099 2.146 0.06
C 1.680 -2.756 1.022 -0.03
C 3.201 -2.949 1.199 -0.32
C 4.014 -3.580 0.082 0.04
N 3.632 -4.106 -1.181 -0.37
C 2.229 -3.900 -1.297 0.04
C 1.220 -3.267 -0.356 -0.26
O -0.129 -1.062 1.667 -0.51
N -2.608 0.340 -2.849 -0.46
C -1.856 -0.867 -2.496 -0.14
C -1.029 -1.148 -3.783 -0.09
N -1.304 -0.113 -4.755 -0.45
C -2.266 0.793 -4.176 0.17
H -0.869 2.688 -0.690 0.22
H -1.884 3.584 0.609 0.27
H -1.955 0.369 0.203 0.22
H -2.684 1.390 1.545 0.23
H 0.157 2.344 1.315 0.23
H -0.587 1.358 2.730 0.20
H 0.697 0.085 0.080 0.24
H 2.840 0.137 1.293 0.26
H 2.033 1.566 2.112 0.26
H 1.626 0.453 4.034 0.45
H 3.094 -0.225 3.598 0.45
H 0.774 -1.595 4.308 0.25
H 2.348 -2.368 3.778 0.25
H 0.062 -2.948 2.526 0.25
H 3.712 -2.617 2.164 0.21
H 5.149 -3.654 0.282 0.21
H 1.794 -4.290 -2.293 0.22
H 0.126 -3.171 -0.666 0.25
H -1.872 -1.456 -1.527 0.23
H -0.324 -2.036 -3.924 0.22
H -2.664 1.712 -4.708 0.26
N -2.321 6.320 -2.368 0.71
O -2.472 6.295 -1.128 -0.59
O -1.179 6.426 -2.855 -0.56
O -3.313 6.235 -3.117 -0.55
```

Calculated values
Gap between HOMO and LUMO (eV): 3.70
Highest occupied orbital energy (hartree): -0.217

***

Entry 4:
The molecule H3OPS2 in a non-equilibrium geometry, computed with the ωB97M-V functional and the def2-TZVPD basis.

XYZ file:
```
7
Properties=species:S:1:pos:R:3:nbo_charge:R:1
O -0.203 1.603 0.326 -1.00
P -0.446 0.102 -0.279 1.15
S -2.173 -0.701 0.256 -0.56
S 1.261 -0.926 0.317 -0.30
H -0.853 2.106 0.707 0.52
H -0.296 0.329 -1.796 -0.02
H 0.910 -2.289 0.184 0.20
```

Calculated values
Gap between HOMO and LUMO (eV): 9.49
Highest occupied orbital energy (hartree): -0.334
SMILES: O[P@H](=S)S